Entry 1:
The following is a DFT calculation (wB97M-V/def2-TZVPD) of a molecular structure, C18H40As3FeN3O at a distorted geometry.

Each line ends with the Löwdin charge.
CARTESIAN COORDINATES (ANGSTROEM)
1 Fe 0.188 -1.025 -1.586  0.7961
2 C 3.429 0.723 -0.766  -0.2615
3 As 2.198 -0.597 -0.070  1.1177
4 C 3.404 -1.960 0.564  -0.2621
5 C 1.669 0.184 1.663  -0.3128
6 C 0.343 0.969 1.823  -0.6834
7 C 0.238 2.085 0.765  -0.0781
8 C -0.871 0.016 1.747  -0.3441
9 As -2.613 0.944 1.785  1.1366
10 C -3.204 0.591 -0.049  -0.2735
11 C -3.686 -0.311 2.794  -0.2786
12 C 0.402 1.574 3.246  -0.3165
13 As -1.156 2.629 3.783  1.1841
14 C -0.694 4.478 3.495  -0.2467
15 C -1.257 2.433 5.701  -0.2464
16 H 3.991 0.277 -1.584  0.0434
17 H 4.117 1.010 0.022  0.0497
18 H 2.901 1.598 -1.136  0.0307
19 H 4.061 -1.504 1.297  0.0529
20 H 3.999 -2.341 -0.264  0.0429
21 H 2.853 -2.780 1.022  0.0415
22 H 2.501 0.828 1.944  0.0918
23 H 1.669 -0.658 2.354  0.0892
24 H 0.222 1.685 -0.254  0.0525
25 H 1.094 2.762 0.826  0.1042
26 H -0.666 2.681 0.879  0.0470
27 H -0.848 -0.698 2.573  0.0931
28 H -0.841 -0.588 0.835  0.0317
29 H -4.159 1.076 -0.243  0.0424
30 H -3.320 -0.487 -0.178  0.0326
31 H -2.475 1.007 -0.750  0.0043
32 H -3.421 -0.262 3.851  0.0325
33 H -3.520 -1.320 2.420  0.0417
34 H -4.737 -0.046 2.685  0.0469
35 H 1.272 2.224 3.351  0.0976
36 H 0.490 0.780 3.992  0.0947
37 H -0.673 4.718 2.438  0.0319
38 H 0.285 4.634 3.941  0.0538
39 H -1.433 5.100 3.994  0.0484
40 H -1.602 1.438 5.968  0.0384
41 H -1.949 3.175 6.088  0.0479
42 H -0.260 2.604 6.105  0.0554
43 C -1.111 2.456 -3.996  0.0193
44 N -0.193 1.625 -4.786  -0.1283
45 C 0.044 2.049 -6.187  0.0244
46 C 0.385 0.564 -4.315  -0.2189
47 O 0.250 0.102 -3.134  -0.1838
48 H -0.798 3.495 -4.067  0.1113
49 H -1.102 2.143 -2.958  0.0691
50 H -2.120 2.369 -4.397  0.1152
51 H -0.896 2.042 -6.733  0.1117
52 H 0.745 1.374 -6.674  0.1032
53 H 0.450 3.055 -6.197  0.1089
54 H 1.030 0.038 -5.013  0.1628
55 C 1.409 -6.463 -1.763  0.0435
56 N 0.641 -5.200 -1.606  -0.0848
57 C -0.662 -5.100 -1.158  -0.0123
58 C -0.965 -3.780 -1.161  -0.1063
59 N 0.152 -3.069 -1.607  -0.0908
60 C 1.097 -3.971 -1.858  -0.1340
61 H 0.715 -7.296 -1.785  0.1042
62 H 2.095 -6.596 -0.932  0.1036
63 H 1.965 -6.445 -2.695  0.1049
64 H -1.256 -5.967 -0.900  0.1464
65 H -1.903 -3.307 -0.907  0.1091
66 H 2.086 -3.765 -2.242  0.1516

Cartesian forces (eV/Å) of the 6 atoms listed first:
Fe 0.86 -0.60 -0.66
C -0.05 -0.11 -0.16
As -0.40 0.71 0.34
C -0.13 -0.31 -0.17
C -0.22 -0.02 -0.01
C 0.00 0.01 -0.13

## Properties
spin multiplicity: 6
energy above the lowest of the compared OMol25 structures with the same formula, charge and spin: 0.084 eV
HOMO (spin up / spin down): -15.674 / -17.200 eV
HOMO-LUMO gap (spin up / spin down): 7.54 / 7.59 eV
net charge: +3
LUMO energy (spin up / spin down): -8.1 / -9.6 eV

Entry 2:
The following is a DFT calculation (wB97M-V/def2-TZVPD) of a gas-phase ion, C2H3N2O2 (charge -1) at a distorted geometry.

Each line ends with the Löwdin charge.
CARTESIAN COORDINATES (ANGSTROEM)
1 C 0.014 0.715 0.785  -0.4078
2 C 0.091 1.425 -0.371  -0.1053
3 N -0.241 -0.504 1.180  -0.0888
4 N 0.204 -1.794 -0.814  -0.0849
5 O 0.154 -3.013 -1.081  -0.1450
6 O -0.343 -1.604 0.414  -0.1654
7 H 0.113 1.260 1.645  0.0409
8 H -0.094 0.951 -1.243  -0.0651
9 H 0.103 2.564 -0.515  0.0214

Cartesian forces (eV/Å) of the 6 atoms listed first:
C -0.23 0.54 -2.31
C 0.31 2.48 0.73
N 0.31 -0.06 2.48
N -0.19 -1.75 0.12
O 0.02 2.58 0.36
O -0.24 -2.00 -1.89

## Properties
energy above the lowest of the compared OMol25 structures with the same formula, charge and spin: 4.987 eV
HOMO (spin up / spin down): -2.258 / -2.257 eV
HOMO-LUMO gap (spin up / spin down): 7.04 / 7.04 eV
net charge: -1
LUMO energy (spin up / spin down): 4.8 / 4.8 eV

Entry 3:
The following is a DFT calculation (wB97M-V/def2-TZVPD) of a molecular structure, C22H60BCoF4N2O14 at a distorted geometry.

Each line ends with the Löwdin charge.
CARTESIAN COORDINATES (ANGSTROEM)
1 Co -0.629 4.802 -14.964  0.9383
2 B -2.251 7.269 -15.467  -1.2735
3 F -3.190 7.142 -14.436  0.1356
4 F -1.040 7.733 -14.949  0.1579
5 F -2.058 5.955 -15.940  0.1046
6 F -2.814 7.982 -16.492  0.1807
7 C -2.199 10.868 -17.599  -0.1051
8 O -2.419 10.305 -18.875  -0.1647
9 C -3.702 10.524 -19.370  -0.2463
10 C -4.131 9.658 -20.563  -0.2112
11 N -3.358 9.884 -21.790  -0.0520
12 C -3.494 8.708 -22.697  -0.1896
13 C -2.822 8.931 -24.072  -0.1959
14 O -1.413 9.172 -24.190  -0.1816
15 C -0.986 10.389 -23.658  -0.1385
16 H -3.084 10.887 -16.951  0.0841
17 H -1.890 11.910 -17.696  0.0948
18 H -1.529 10.247 -17.005  0.0633
19 H -3.819 11.531 -19.801  0.1258
20 H -4.497 10.456 -18.620  0.1177
21 H -5.155 9.924 -20.824  0.1231
22 H -4.098 8.622 -20.199  0.1001
23 H -2.363 9.819 -21.615  0.0698
24 H -4.539 8.500 -22.938  0.1173
25 H -3.129 7.831 -22.152  0.1117
26 H -3.260 9.704 -24.708  0.1228
27 H -3.018 7.985 -24.583  0.1159
28 H -0.899 10.323 -22.571  0.0686
29 H -1.656 11.234 -23.862  0.0938
30 H -0.032 10.703 -24.083  0.0890
31 C -0.250 8.353 -10.579  -0.0708
32 O 0.824 7.914 -11.434  -0.1700
33 C 1.222 6.581 -11.248  -0.2209
34 C 1.201 5.831 -12.605  -0.1336
35 N -0.198 5.544 -13.088  -0.0599
36 C -0.658 4.406 -12.263  -0.1594
37 C -2.081 4.049 -12.665  -0.1299
38 O -2.236 3.857 -14.114  -0.2690
39 C -3.615 3.791 -14.493  -0.0318
40 H 0.007 9.132 -9.852  0.0915
41 H -0.862 7.541 -10.206  0.0842
42 H -0.859 9.051 -11.161  0.0768
43 H 0.714 6.053 -10.438  0.1170
44 H 2.269 6.616 -10.927  0.1332
45 H 1.685 4.863 -12.475  0.1230
46 H 1.849 6.515 -13.149  0.1027
47 H -0.613 6.421 -12.755  0.1256
48 H -0.790 4.604 -11.198  0.1390
49 H 0.013 3.562 -12.426  0.1355
50 H -2.772 4.858 -12.418  0.1234
51 H -2.385 3.132 -12.159  0.1432
52 H -4.070 2.874 -14.111  0.1087
53 H -3.652 3.596 -15.564  0.0915
54 H -4.158 4.686 -14.198  0.1022
55 C -4.957 4.674 -19.458  -0.2510
56 C -4.169 5.393 -18.394  -0.2232
57 O -3.195 6.301 -18.929  -0.0914
58 O -4.226 3.794 -20.282  -0.0349
59 H -5.574 5.392 -20.008  0.1254
60 H -5.755 4.165 -18.909  0.1236
61 H -3.595 4.751 -17.713  0.0960
62 H -4.718 6.089 -17.750  0.1205
63 H -2.768 6.868 -18.283  0.0438
64 H -3.405 4.271 -20.456  0.0814
65 C 2.070 8.601 -15.034  -0.1688
66 C 1.594 9.222 -16.313  -0.2315
67 O 2.616 9.765 -17.137  -0.0468
68 O 2.756 7.314 -15.221  -0.0947
69 H 1.349 8.534 -14.222  0.1079
70 H 2.884 9.180 -14.587  0.1321
71 H 0.849 10.013 -16.188  0.1218
72 H 1.031 8.542 -16.961  0.1129
73 H 3.476 9.914 -16.739  0.0866
74 H 3.689 7.479 -15.376  0.1092
75 C -7.431 8.325 -14.541  -0.2333
76 C -6.248 7.862 -15.332  -0.2772
77 O -5.244 8.846 -15.501  -0.0615
78 O -8.175 9.168 -15.415  -0.0557
79 H -7.079 8.742 -13.589  0.1183
80 H -8.073 7.464 -14.346  0.1250
81 H -6.655 7.501 -16.280  0.1207
82 H -5.830 7.010 -14.774  0.1086
83 H -4.460 8.473 -15.925  0.0409
84 H -7.563 9.629 -15.995  0.0779
85 C -4.297 9.633 -11.941  -0.2462
86 C -4.233 8.202 -11.404  -0.2193
87 O -3.139 7.415 -11.859  -0.1040
88 O -5.406 10.292 -11.334  -0.0555
89 H -4.440 9.727 -13.025  0.1063
90 H -3.326 10.137 -11.860  0.1152
91 H -5.101 7.603 -11.703  0.1156
92 H -4.385 8.224 -10.323  0.1239
93 H -3.055 7.436 -12.824  0.0344
94 H -5.192 11.226 -11.420  0.0905
95 C 0.477 5.642 -17.556  -0.1486
96 C 0.189 4.183 -17.857  -0.1014
97 O -0.588 3.654 -16.732  -0.1188
98 O 0.751 5.822 -16.151  -0.1200
99 H -0.347 6.289 -17.864  0.1224
100 H 1.314 6.096 -18.089  0.1464
101 H 1.049 3.513 -17.844  0.1354
102 H -0.495 4.017 -18.687  0.1388
103 H -0.959 2.792 -16.940  0.1271
104 H 1.515 6.411 -15.953  0.0665

Cartesian forces (eV/Å) of the 6 atoms listed first:
Co -0.17 0.67 -0.95
B -0.28 0.49 0.96
F -0.06 -0.08 0.09
F -0.31 0.15 -0.38
F 0.57 -1.30 -0.60
F 0.41 0.49 -0.50

## Properties
spin multiplicity: 4
HOMO (spin up / spin down): -10.449 / -10.449 eV
HOMO-LUMO gap (spin up / spin down): 7.45 / 6.62 eV
net charge: +1
LUMO energy (spin up / spin down): -3.0 / -3.8 eV

Entry 4:
The following is a DFT calculation (wB97M-V/def2-TZVPD) of a molecular structure, C17H25I2OP2Re at a distorted geometry.

Each line ends with the Löwdin charge.
CARTESIAN COORDINATES (ANGSTROEM)
1 I -0.287 -3.550 -2.639  0.5182
2 I -0.725 1.568 -3.571  0.8635
3 Re -0.294 0.642 -1.099  0.7247
4 P -2.439 -0.300 -1.402  0.6318
5 C -3.756 0.983 -1.192  -0.2025
6 C -2.903 -1.005 -3.041  -0.2972
7 H -3.904 -1.467 -2.980  0.0894
8 H -4.097 -1.721 -0.318  0.0912
9 H -2.167 -1.793 -3.284  -0.0706
10 H -2.501 -2.567 -0.597  0.0151
11 H -3.600 1.777 -1.939  0.0520
12 H -2.865 -0.227 -3.815  -0.0040
13 C -2.995 -1.638 -0.263  -0.2048
14 H -4.743 0.511 -1.337  0.0883
15 H -2.688 -1.383 0.761  0.0211
16 H -3.684 1.407 -0.178  0.0491
17 P 1.818 -0.068 -1.440  0.6629
18 C 3.087 1.259 -1.312  -0.1886
19 C 2.398 -1.432 -0.387  -0.1883
20 H 1.498 -1.482 -3.369  -0.0549
21 H 3.178 -0.874 -3.249  0.0888
22 H 1.876 0.204 -3.816  0.0092
23 C 2.123 -0.616 -3.137  -0.2696
24 H 1.777 -2.304 -0.632  0.0109
25 H 3.454 -1.649 -0.594  0.0927
26 H 4.083 0.811 -1.172  0.0892
27 H 2.878 1.951 -0.480  0.0375
28 H 2.279 -1.182 0.672  0.0364
29 H 3.057 1.830 -2.252  0.0768
30 C 0.109 2.561 -1.042  -0.3893
31 O 0.450 3.678 -0.954  0.2009
32 C 2.304 -0.003 4.502  0.0155
33 C 2.977 0.606 3.431  0.0235
34 C 2.309 0.831 2.230  -0.0047
35 C 0.974 0.422 2.054  -0.1566
36 C 0.147 0.700 0.886  -0.1980
37 C -1.206 1.057 1.162  -0.1452
38 C -1.885 0.291 2.191  -0.0501
39 C -1.134 -0.287 3.178  0.0693
40 C 0.283 -0.144 3.177  -0.1336
41 C 0.981 -0.364 4.370  0.0343
42 H 2.818 -0.148 5.456  0.1454
43 H 4.026 0.867 3.575  0.1417
44 H 2.802 1.365 1.434  0.0980
45 H -1.625 2.030 0.867  0.1439
46 H -2.972 0.217 2.251  0.1377
47 H -1.623 -0.694 4.065  0.1576
48 H 0.407 -0.673 5.231  0.1413

Cartesian forces (eV/Å) of the 6 atoms listed first:
I 0.00 -0.14 0.15
I 0.31 -0.10 0.19
Re -1.49 1.76 1.14
P -4.12 -1.58 -0.71
C 0.67 0.40 0.20
C 0.59 -0.14 0.01

## Properties
spin multiplicity: 4
energy above the lowest of the compared OMol25 structures with the same formula, charge and spin: 0.179 eV
HOMO (spin up / spin down): -18.182 / -18.038 eV
HOMO-LUMO gap (spin up / spin down): 5.84 / 4.80 eV
net charge: +3
LUMO energy (spin up / spin down): -12.3 / -13.2 eV

How do the records compare in DFT total energy? In the order shown, they have -8919.45582; -337.82613; -3843.98280; -2093.25293 Ha.